152
Properties=species:S:1:pos:R:3:forces:R:3 method="wB97M-V/def2-TZVPD" charge=+1 energy_ha=-3602.174312 e_above_lowest_kcal_mol=0.0 orbital_gap_ev=9.268 e_lumo_ev=-2.2
C 3.95110 -1.92405 -0.59178 -0.1064 -0.1974 0.0486
O 5.13422 -1.56075 -1.26370 0.1679 -0.1137 -0.0048
C 4.93574 -0.78270 -2.42421 0.0050 0.0851 -0.3407
C 4.62709 0.68153 -2.10738 -0.3010 0.2158 0.3071
C 3.54857 1.31299 -2.99306 0.1395 0.0178 -0.1084
C 3.23356 2.75026 -2.56274 0.0970 0.0104 0.1941
C 1.89199 3.38090 -3.01275 -0.0202 0.2179 -0.0815
C 1.05811 2.63329 -4.06066 0.1307 -0.0490 -0.0784
C -0.35190 3.23155 -4.21224 -0.1061 0.1311 -0.0897
C -1.54001 2.26379 -4.04249 -0.0677 0.1686 -0.2082
P -1.54327 1.09359 -2.65449 0.0860 -0.1150 -0.1813
C -3.18870 1.02231 -1.99531 -0.1603 -0.1226 -0.0099
C -0.45753 1.50767 -1.30670 0.2947 0.2299 0.1532
P -1.02302 -0.94650 -3.28882 -0.5120 -0.4569 -0.5229
O -2.31247 -1.23401 -4.17988 0.3491 0.6093 0.1521
O 0.19616 -0.84963 -4.30591 0.2696 -0.1050 0.4730
S -0.69957 -2.06684 -1.79677 0.1720 -0.0923 0.2819
H 3.77506 -1.31208 0.30155 0.0226 0.0207 -0.0833
H 3.07993 -1.83682 -1.25251 -0.0074 -0.0493 0.0652
H 4.05199 -2.97072 -0.28486 -0.0757 0.1621 0.0302
H 4.12399 -1.21682 -3.03628 0.0838 0.0210 0.1699
H 5.85575 -0.88268 -3.00511 -0.0574 0.0868 0.0460
H 5.53575 1.28688 -2.13971 -0.0161 -0.0477 0.0075
H 4.25986 0.71473 -1.06900 0.0991 0.0276 -0.1607
H 2.65284 0.67986 -2.94132 0.0756 -0.0039 -0.0588
H 3.90094 1.32133 -4.03320 -0.2255 -0.1509 0.0375
H 3.26120 2.77565 -1.46385 -0.0250 0.0787 -0.1870
H 4.05598 3.39033 -2.89618 -0.0233 -0.0895 0.0799
H 2.08996 4.37746 -3.43235 -0.0451 -0.1221 0.1328
H 1.27727 3.56287 -2.12289 0.0641 -0.1118 -0.1718
H 1.58556 2.66172 -5.02242 -0.1127 -0.1021 0.1337
H 0.98631 1.57709 -3.78907 0.0400 -0.0386 0.0175
H -0.46686 3.66500 -5.21151 -0.0030 0.0342 0.1845
H -0.47802 4.06217 -3.50947 0.0234 -0.1269 -0.0255
H -2.46940 2.83226 -3.89735 0.1580 -0.0568 -0.1109
H -1.69984 1.66227 -4.94974 0.0243 0.0584 0.1659
H -3.92205 1.01876 -2.80461 0.0188 0.0313 0.1775
H -3.31710 0.11997 -1.39303 -0.0050 0.1312 -0.0324
H -3.27677 1.91054 -1.35855 -0.3016 -0.0137 0.0354
H -0.59671 2.57135 -1.07301 0.0439 -0.2220 0.0913
H 0.59128 1.31436 -1.54428 -0.1268 0.0452 0.0418
H -0.75974 0.88750 -0.45959 0.0544 0.1115 -0.0191
H -2.36394 -2.14822 -4.52475 -0.1274 -0.7067 0.0528
H 0.20503 -0.11335 -4.92066 -0.0756 0.1954 -0.3795
C -4.73239 5.55667 -1.10151 0.1205 -0.0403 0.0094
C -4.99988 4.17267 -0.54234 -0.0832 -0.0171 0.1225
O -3.83597 3.57126 0.02205 0.0826 -0.0230 -0.2819
H -3.94772 5.52354 -1.86035 -0.0044 0.0148 -0.0104
H -5.63193 5.97809 -1.55046 -0.0195 -0.0150 0.0032
H -4.41147 6.23636 -0.30838 -0.0207 0.0128 -0.0002
H -5.32543 3.49401 -1.33334 -0.0533 0.0122 -0.0053
H -5.79592 4.21524 0.20625 -0.0252 -0.0110 -0.0293
H -3.50839 4.12434 0.74547 0.1266 -0.1517 0.1699
C -0.67089 6.32895 3.31194 -0.1351 0.0061 0.0021
C -1.04369 5.04117 2.60927 0.0721 -0.1858 0.0055
O -2.34922 5.10124 2.02144 -0.0395 0.1155 -0.1661
H -1.40197 6.56871 4.08344 0.0135 0.0111 0.0152
H 0.31095 6.24180 3.77798 -0.0192 -0.0097 0.0277
H -0.63345 7.16175 2.60573 0.0255 0.0095 -0.0078
H -1.09330 4.21346 3.31519 0.0167 0.0076 0.0362
H -0.29959 4.78713 1.84700 -0.0274 0.0061 -0.0062
H -2.35102 5.83809 1.40205 0.0142 0.1452 0.0387
C 8.98696 1.85740 0.19167 0.0002 0.0788 0.0002
C 8.10443 1.14639 -0.81101 0.0548 0.0962 -0.1344
O 7.84706 1.94933 -1.97131 -0.0834 -0.1335 0.1339
H 8.52705 2.79605 0.50347 -0.0097 -0.0068 0.0139
H 9.13659 1.22963 1.06783 -0.0022 -0.0003 0.0140
H 9.96278 2.09174 -0.24136 -0.0011 -0.0386 -0.0190
H 7.12475 0.93205 -0.38484 0.0088 -0.0241 0.0284
H 8.55135 0.19453 -1.11388 -0.0339 -0.0371 0.0513
H 8.69636 2.13314 -2.37936 0.0670 0.0873 -0.1061
C 1.20974 -5.69068 -3.23731 -0.0879 -0.0787 0.0957
C -0.16294 -5.42167 -3.81905 0.0105 -0.0022 -0.0114
O -1.21252 -5.63412 -2.86830 0.0462 0.1646 -0.1945
H 1.26981 -6.71078 -2.85814 0.0217 0.0004 -0.0042
H 1.98672 -5.55138 -3.99006 -0.0194 0.0106 -0.0210
H 1.41661 -5.00811 -2.40928 0.0155 0.0219 0.0004
H -0.38234 -6.09822 -4.64326 0.0375 -0.0159 -0.0269
H -0.21987 -4.40147 -4.21140 0.0261 -0.0199 -0.0180
H -1.04454 -5.03123 -2.13735 -0.0853 -0.0213 0.1804
C -8.82294 1.26195 1.36613 -0.0289 0.0789 0.0665
C -7.76716 2.27959 0.98306 0.0828 0.0126 -0.0358
O -7.83484 3.47460 1.75284 -0.0139 -0.0019 -0.0962
H -9.81926 1.69155 1.26409 -0.0074 -0.0149 -0.0032
H -8.75726 0.37829 0.72943 0.0161 0.0022 -0.0223
H -8.69566 0.94099 2.40268 -0.0005 -0.0143 -0.0026
H -7.90284 2.60156 -0.04937 0.0097 -0.0594 -0.0255
H -6.76480 1.84044 1.06144 -0.0014 -0.0065 -0.0441
H -7.70924 3.24934 2.67773 -0.0059 -0.0117 0.1172
C -7.34713 -2.18013 -1.57240 0.0033 0.0880 0.0337
C -6.12356 -1.38898 -1.98698 -0.1011 -0.0015 -0.0644
O -5.96338 -0.21354 -1.19390 0.1703 -0.0659 -0.0185
H -8.23914 -1.55777 -1.64206 -0.0073 -0.0097 -0.0077
H -7.48328 -3.05424 -2.20512 0.0026 -0.0838 -0.0625
H -7.24985 -2.52590 -0.54081 0.0016 -0.0209 -0.0038
H -6.22240 -1.03073 -3.01268 -0.0098 -0.0399 -0.0126
H -5.22485 -2.01693 -1.93813 0.0069 0.0350 0.0053
H -5.89388 -0.50120 -0.27888 -0.0531 0.0937 0.1399
C 2.89892 6.04112 1.67145 -0.0909 0.0031 -0.0214
C 2.85024 4.77369 0.84484 0.0132 -0.0804 0.0249
O 1.67183 4.68991 0.03491 -0.0018 -0.0086 0.0461
H 2.02021 6.11297 2.31302 0.0463 0.0112 -0.0219
H 3.78994 6.05792 2.29911 0.0159 -0.0106 -0.0033
H 2.92693 6.92390 1.02859 0.0138 0.0072 0.0042
H 2.81243 3.89390 1.48643 0.0347 -0.0035 0.0236
H 3.74378 4.68997 0.21816 -0.0119 -0.0213 -0.0074
H 1.66953 5.45213 -0.55065 -0.0127 0.0948 -0.0545
C -0.40864 -2.61982 3.17379 -0.0806 0.0074 -0.0194
C -0.43877 -3.88371 2.33880 -0.0268 -0.0237 -0.0479
O -1.64104 -4.00698 1.57545 0.0704 -0.0102 0.0372
H -1.26308 -2.59265 3.85099 0.0062 0.0071 0.0134
H 0.50636 -2.57487 3.76438 0.0083 -0.0220 0.0029
H -0.45245 -1.73046 2.53697 0.0226 0.0022 0.0049
H -0.40020 -4.76184 2.97636 0.0270 -0.0114 -0.0034
H 0.43424 -3.92266 1.67756 0.0092 -0.0359 0.0150
H -1.69342 -3.24748 0.99121 -0.0581 0.1158 -0.0856
C 0.94486 -5.59168 6.81115 0.0119 0.1042 -0.0349
C 1.01924 -6.18570 5.42031 -0.0228 -0.0225 -0.0391
O 1.55567 -5.27341 4.46070 -0.0384 -0.0018 0.0400
H 0.34444 -4.68181 6.80944 -0.0068 -0.0020 0.0170
H 0.50184 -6.29502 7.51646 -0.0029 -0.0175 -0.0058
H 1.94032 -5.33315 7.17899 0.0014 -0.0179 0.0178
H 0.02366 -6.43116 5.05017 -0.0121 -0.0279 0.0251
H 1.60527 -7.11013 5.42787 -0.0132 -0.0109 -0.0166
H 2.44579 -5.04432 4.73843 0.1058 0.0277 0.0280
C 8.38470 -2.93010 1.93336 0.0047 0.0578 -0.0609
C 8.14901 -1.70906 2.80018 0.0229 0.0135 0.0194
O 7.75647 -0.56752 2.04128 -0.0399 -0.0837 0.0594
H 9.14539 -2.72038 1.18123 0.0033 -0.0127 -0.0021
H 8.71527 -3.77690 2.53592 -0.0015 0.0023 0.0190
H 7.46741 -3.22158 1.41612 -0.0010 -0.0082 0.0011
H 9.06672 -1.41099 3.30597 0.0066 -0.0348 0.0253
H 7.40218 -1.92851 3.57087 0.0110 0.0242 0.0166
H 6.93936 -0.78639 1.58432 -0.0507 -0.0121 -0.1137
C -4.96711 -3.50020 -5.36486 0.0385 0.0445 0.1253
C -3.66804 -4.04722 -5.91810 -0.1475 -0.1979 -0.1600
O -2.62430 -4.09106 -4.94801 0.0087 0.7499 -0.0016
H -4.81887 -2.49557 -4.96284 -0.0530 0.0061 0.0070
H -5.73369 -3.45316 -6.13878 0.0278 -0.0066 -0.0208
H -5.33800 -4.14053 -4.56265 -0.0341 0.0062 0.0217
H -3.29064 -3.41001 -6.71832 -0.0041 -0.0173 -0.0293
H -3.82764 -5.04329 -6.34018 0.0512 0.0101 0.0043
H -2.84850 -4.68245 -4.21808 0.1519 -0.1216 0.0802
C -1.03855 -1.13741 8.55996 0.0908 -0.0239 0.0178
C -1.27916 -2.60524 8.85716 -0.0309 -0.0418 -0.0160
O -0.17799 -3.22562 9.50865 -0.0133 0.0139 -0.1114
H -0.14374 -1.01652 7.94858 -0.0041 0.0115 -0.0051
H -1.88740 -0.70387 8.02926 -0.0162 -0.0124 -0.0019
H -0.89808 -0.57279 9.48443 -0.0108 0.0093 -0.0018
H -1.41150 -3.16540 7.93121 -0.0413 0.0155 -0.0131
H -2.19325 -2.72712 9.44815 -0.0002 -0.0198 -0.0022
H -0.03228 -2.78022 10.34655 0.0308 0.0311 0.1107